*a*
The ion C6H15N with charge -1. Source: the Open Molecules 2025 dataset; level of theory: the ωB97M-V functional and the def2-TZVPD basis.

Structure (XYZ):
```
22
C6H15N the ωB97M-V functional and the def2-TZVPD basis
C 1.466 -1.034 0.092
C 2.947 -1.118 0.396
C 1.082 0.460 -0.182
N -0.168 0.623 -0.913
C -2.500 0.121 -1.194
C -1.400 0.207 -0.162
C -1.585 0.940 1.155
H 0.844 -1.388 0.917
H 1.205 -1.606 -0.800
H 3.369 -2.093 0.582
H 3.183 -0.339 1.125
H 3.478 -0.818 -0.527
H 1.089 0.956 0.791
H 1.964 0.812 -0.724
H -0.214 1.647 -0.935
H -2.524 -0.818 -1.746
H -2.541 0.960 -1.887
H -3.459 0.064 -0.651
H -1.188 -0.834 0.114
H -2.671 1.048 1.303
H -1.151 1.924 1.284
H -1.229 0.289 1.963
```

## Properties
Multiplicity = 2
Net charge = -1
<S²> = 0.75
Orbital gap (alpha / beta) = 2.460 / 9.279 eV

=====

*b*
The ion C6H15N with charge -1. Source: the Open Molecules 2025 dataset; level of theory: the ωB97M-V functional and the def2-TZVPD basis.

Structure (XYZ):
```
22
C6H15N the ωB97M-V functional and the def2-TZVPD basis
C 0.011 1.825 0.027
C 0.802 3.089 -0.283
C 0.973 0.659 0.222
N 0.444 -0.535 0.822
C -0.347 -2.847 0.709
C -0.092 -1.558 -0.059
C -1.319 -1.101 -0.877
H -0.498 1.928 0.989
H -0.743 1.643 -0.724
H 1.344 3.394 0.584
H 1.574 2.856 -1.025
H 0.222 3.928 -0.663
H 1.828 1.013 0.817
H 1.485 0.380 -0.704
H -0.123 -0.388 1.642
H -0.828 -3.529 0.011
H 0.577 -3.277 1.088
H -1.146 -2.691 1.430
H 0.706 -1.733 -0.793
H -1.918 -1.966 -1.167
H -1.938 -0.465 -0.246
H -1.014 -0.626 -1.801
```

## Properties
Multiplicity = 2
Net charge = -1
<S²> = 0.75
Orbital gap (alpha / beta) = 2.407 / 8.851 eV

=====

*b* has the most favorable energy; the next structure is 0.245 eV above.

=====

*a*
A cluster of 2 separate species, C4H10NOS2 in total. Source: the Open Molecules 2025 dataset; level of theory: the ωB97M-V functional and the def2-TZVPD basis.

Structure (XYZ):
```
18
C4H10NOS2 the ωB97M-V functional and the def2-TZVPD basis
N -0.405 2.188 0.832
C 0.868 1.494 0.854
C 2.036 2.457 1.050
O 3.078 2.287 0.492
C 1.143 0.638 -0.403
S -0.399 -0.177 -0.560
S -0.525 -3.581 -1.261
C -2.297 -3.211 -1.030
H -0.687 2.601 1.708
H -1.148 1.799 0.269
H -0.049 -2.351 -0.974
H 0.940 0.772 1.682
H 1.926 3.325 1.729
H 1.931 -0.085 -0.162
H 1.421 1.227 -1.271
H -2.849 -3.645 -1.857
H -2.412 -2.123 -1.038
H -2.574 -3.616 -0.058
```

## Properties
Multiplicity = 1
Net charge = +1
Orbital gap = 4.220 eV

=====

*b*
A cluster of 2 separate species, C4H10NOS2 in total. Source: the Open Molecules 2025 dataset; level of theory: the ωB97M-V functional and the def2-TZVPD basis.

Structure (XYZ):
```
18
C4H10NOS2 the ωB97M-V functional and the def2-TZVPD basis
C 2.000 -0.457 0.313
C 2.344 0.750 -0.577
C -0.033 -0.238 -0.770
C -2.331 -0.361 -1.760
N 0.621 -0.816 0.181
O -1.181 -0.755 -1.017
S 0.809 1.067 -1.632
S -1.514 0.915 2.890
H 2.623 -1.336 0.117
H 2.130 -0.207 1.443
H 2.625 1.712 -0.039
H 3.303 0.571 -1.085
H -2.295 0.729 -2.075
H -3.280 -0.609 -1.144
H -2.394 -1.006 -2.645
H 0.174 -1.773 0.430
H -2.798 1.066 3.340
H -0.803 0.749 4.031
```

## Properties
Multiplicity = 1
Net charge = +1
Orbital gap = 9.349 eV

=====

*b* has the most favorable energy; the next structure is 4.138 eV above.

=====

*a*
The ion C4H9N4 with charge +1. Source: the Open Molecules 2025 dataset; level of theory: the ωB97M-V functional and the def2-TZVPD basis.

Structure (XYZ):
```
17
C4H9N4 the ωB97M-V functional and the def2-TZVPD basis
C 1.341 0.566 -0.203
C 1.488 -0.718 0.251
C -1.101 0.783 0.295
C -1.015 -0.715 0.185
N 1.718 1.060 -1.275
N 2.219 -1.563 0.733
N -1.495 -1.317 -0.921
N 0.198 1.309 0.755
H -1.900 1.083 0.987
H -1.316 1.209 -0.689
H -1.030 -1.297 1.093
H 1.953 -2.530 0.872
H -1.524 -0.822 -1.800
H -1.536 -2.322 -0.976
H 0.274 2.325 0.657
H 1.348 1.893 -1.698
H 0.377 1.058 1.732
```

## Properties
Multiplicity = 1
Net charge = +1
Orbital gap (alpha / beta) = 7.375 / 6.758 eV

=====

*b*
A cluster of 2 separate species, C4H9N4 in total. Source: the Open Molecules 2025 dataset; level of theory: the ωB97M-V functional and the def2-TZVPD basis.

Structure (XYZ):
```
17
C4H9N4 the ωB97M-V functional and the def2-TZVPD basis
C -0.410 -2.609 -0.456
C -0.289 -1.564 0.282
C 0.713 1.237 0.427
C 0.303 0.916 -1.997
N -0.370 -0.426 2.310
N -0.154 -0.523 0.946
N 1.050 1.709 1.581
N 0.724 1.408 -0.749
H 0.385 -3.331 -0.564
H -1.315 -2.820 -1.002
H 0.421 1.718 -2.724
H -0.740 0.602 -1.967
H 0.933 0.078 -2.298
H -1.047 0.306 2.509
H 1.033 1.093 2.384
H 1.487 2.618 1.640
H -0.654 -1.302 2.740
```

## Properties
Multiplicity = 1
Net charge = +1
Orbital gap = 10.106 eV

=====

*b* has the most favorable energy; the next structure is 0.656 eV above.

=====

*a*
The molecule C9H8N2O2. Source: the Open Molecules 2025 dataset; level of theory: the ωB97M-V functional and the def2-TZVPD basis.

Structure (XYZ):
```
21
C9H8N2O2 the ωB97M-V functional and the def2-TZVPD basis
C -2.324 -1.598 2.116
C -1.265 -1.554 1.166
C -0.256 -1.545 0.492
C 0.948 -1.575 -0.239
C 2.728 -2.204 -1.279
C 2.567 -0.926 -1.578
C 0.765 0.705 -0.962
C 0.183 1.740 -0.683
C -0.345 3.133 -0.723
H -3.849 -0.666 2.844
H -1.851 -2.053 3.072
H -3.019 -2.413 1.774
H 3.465 -2.832 -1.609
H 3.226 -0.207 -2.038
H -0.457 3.524 0.334
H -1.388 3.131 -1.126
H 0.277 4.872 -1.072
N 1.684 -2.627 -0.407
N 1.457 -0.501 -0.938
O -3.089 -0.397 2.319
O 0.544 3.992 -1.465
```

## Properties
Multiplicity = 1
Orbital gap = 9.160 eV
Structure (SMILES) = OCC#Cc1nccn1C#CCO

=====

*b*
A cluster of 2 separate species, C9H8N2O2 in total. Source: the Open Molecules 2025 dataset; level of theory: the ωB97M-V functional and the def2-TZVPD basis.

Structure (XYZ):
```
21
C9H8N2O2 the ωB97M-V functional and the def2-TZVPD basis
C 1.271 0.633 -0.398
C -2.955 0.206 0.652
C -2.755 -1.231 0.553
C -2.252 1.147 0.087
C -1.624 -1.716 -0.115
C -1.071 0.656 -0.688
C -0.631 -0.749 -0.490
C 0.796 -0.720 -0.371
C 4.677 0.260 0.513
N 0.269 1.362 -0.596
N 4.336 1.385 0.595
O 1.421 -1.918 -0.281
O 5.262 -0.751 0.743
H -3.934 0.538 1.188
H -3.494 -1.882 0.944
H -2.810 2.100 -0.132
H -1.474 -2.767 -0.334
H -1.228 0.921 -1.793
H 3.575 2.001 0.622
H 0.287 2.311 -0.742
H 2.334 -1.786 0.043
```

## Properties
Multiplicity = 1
Orbital gap = 7.596 eV

=====

*b* has the most favorable energy; the next structure is 1.107 eV above.